No. 1
Formula: CH3O3
Source: the OMol25 dataset
Level of theory: ωB97M-V/def2-TZVPD

Properties
* net charge: -1
* spin multiplicity: 1
* LUMO energy: 4.60 eV
* energy relative to the best compared isomer or geometry (same formula, charge and spin): 4.9 kcal per mole
* orbital gap: 0.3238 hartree

Element x y z (Å)
O -1.17553 0.93959 1.05833
C -1.22437 -0.21893 0.58863
O -0.47978 -0.78005 -0.24963
H -2.13569 -0.77027 0.97834
H 1.99534 0.38114 -1.50433
H 1.06250 0.06367 -0.29554
O 1.95753 0.38484 -0.57580

Forces on atoms 1 to 2 (eV/Å):
O 0.4 -0.4 -0.2
C -0.8 1.0 0.4

Charge distribution, natural (NBO) scheme, values in e:
1. O -0.77
2. C 0.63
3. O -0.80
4. H -0.01
5. H 0.44
6. H 0.51
7. O -1.01


No. 2
Formula: C35H58AsLuNO2SSi2
Source: the OMol25 dataset
Level of theory: ωB97M-V/def2-TZVPD

Properties
* net charge: 0
* spin multiplicity: 2
* expectation value of S²: 0.7880
* LUMO energy (alpha / beta): -1.74 / -1.99 eV
* orbital gap (alpha / beta): 0.1994 / 0.1955 hartree

Element x y z (Å)
Lu 0.24673 2.23168 0.38126
C -1.94799 -3.91394 -4.04042
C -2.82216 -2.76412 -3.44593
C -3.70390 -2.17979 -4.54435
C -3.77665 -3.35655 -2.36540
C -1.94648 -1.60927 -2.89566
C -1.85242 -1.30039 -1.50903
C -1.04793 -0.21493 -1.13924
N -0.80922 0.24616 0.16301
C -1.10026 -0.46781 1.31697
C -1.48406 -1.79804 1.45331
C -1.68951 -2.31081 2.76046
C -1.75796 -1.41543 3.86466
C -1.36467 -0.07924 3.75147
C -1.02248 0.36605 2.48072
O -0.58641 1.61345 2.27212
C -1.10817 0.77223 4.94102
C -1.91416 2.13983 4.97105
C -1.47085 0.04180 6.18584
C 0.40992 1.11397 5.01044
C -1.72689 -3.79312 3.03739
C -2.97574 -4.25301 3.85747
C -1.73052 -4.66148 1.89415
C -0.46188 -4.21394 3.90493
C -0.32834 0.61610 -2.08927
O 0.25242 1.74303 -1.69029
C -0.32006 0.23876 -3.43762
C -1.10851 -0.92689 -3.76416
C 0.54118 0.86057 -4.53810
C 1.99121 1.21422 -4.12019
C -0.06269 2.22135 -5.00603
C 0.63367 -0.11288 -5.78064
H -2.54841 -4.62686 -4.53772
H -1.36856 -4.34262 -3.24886
H -1.35429 -3.57464 -4.93296
H -4.44347 -2.85695 -4.87033
H -3.13015 -1.83555 -5.35598
H -4.29334 -1.33437 -4.17490
H -4.22393 -4.31048 -2.60559
H -4.54239 -2.70841 -1.91577
H -3.26059 -3.63069 -1.47043
H -2.60653 -1.64891 -0.87383
H -1.49158 -2.60376 0.73635
H -1.87055 -1.88554 4.82756
H -3.00631 2.00818 4.75138
H -1.45647 2.85842 4.36829
H -1.87522 2.50348 6.02996
H -2.57880 -0.19011 6.07279
H -1.19442 0.61770 7.05893
H -0.87499 -0.86202 6.28729
H 0.57965 1.72033 4.10096
H 1.08671 0.20902 4.99388
H 0.76403 1.65847 5.92597
H -3.89875 -4.06578 3.20245
H -3.15607 -3.71588 4.82130
H -2.86242 -5.29111 3.97200
H -2.69275 -4.73552 1.35532
H -1.60686 -5.66026 2.27786
H -0.93136 -4.54046 1.18712
H -0.42134 -3.62466 4.82167
H 0.50552 -4.12474 3.44143
H -0.48405 -5.23818 4.19428
H -1.11169 -1.27438 -4.77295
H 1.98035 1.72846 -3.15544
H 2.41535 1.81245 -4.92072
H 2.56531 0.29961 -4.06003
H 0.16923 2.91674 -4.13486
H -1.15599 2.17770 -4.97179
H 0.39603 2.51437 -5.94250
H 0.90840 -1.08511 -5.45982
H 1.40728 0.28531 -6.36484
H -0.23801 -0.10336 -6.39314
S -3.01652 4.26055 -0.94115
C -1.79658 3.67093 -0.24056
C 2.66870 -0.55430 0.06651
Si 3.86201 0.79694 0.40999
C 4.90700 0.06701 1.80472
C 4.74525 1.15000 -1.27674
As 2.86784 2.70318 1.37198
Si 2.84774 4.52720 -0.04151
C 1.45025 5.57541 0.76709
C 2.54883 4.32983 -1.92799
C 4.44067 5.58242 0.12463
H 3.15463 -1.43966 -0.27920
H 1.97984 -0.36981 -0.79323
H 2.07191 -0.82098 0.87801
H 5.08522 -0.92261 1.33362
H 4.24706 -0.15941 2.68137
H 5.84869 0.52687 2.12637
H 5.39323 0.36064 -1.61074
H 5.35502 2.05121 -1.12386
H 4.04359 1.48114 -2.00447
H 0.48234 5.11175 0.80556
H 1.33168 6.58302 0.28731
H 1.70264 5.78055 1.80535
H 1.60312 3.78988 -2.18381
H 3.36325 3.73999 -2.33018
H 2.54239 5.37784 -2.40434
H 4.53117 5.89732 1.18553
H 4.37361 6.44648 -0.54996
H 5.31163 4.96912 -0.08458

Forces on atoms 1 to 2 (eV/Å):
Lu 0.1 0.0 0.7
C 0.1 2.0 -0.8

Results of the Mulliken charge analysis, in e, for atoms 1 through 99:
1. Lu 0.99
2. C -1.67
3. C 1.66
4. C -1.86
5. C -2.07
6. C -0.94
7. C -0.23
8. C -0.26
9. N -0.04
10. C -0.09
11. C -0.38
12. C -0.70
13. C -0.01
14. C -0.44
15. C 0.66
16. O -1.25
17. C 2.25
18. C -1.62
19. C -2.35
20. C -1.49
21. C 2.08
22. C -1.67
23. C -2.36
24. C -1.63
25. C 0.15
26. O -0.43
27. C -1.18
28. C 0.30
29. C 2.52
30. C -1.21
31. C -1.40
32. C -2.67
33. H 0.53
34. H 0.37
35. H 0.28
36. H 0.50
37. H 0.44
38. H 0.35
39. H 0.41
40. H 0.36
41. H 0.49
42. H 1.34
43. H 0.91
44. H 0.56
45. H 0.28
46. H 0.34
47. H 0.43
48. H 0.38
49. H 0.53
50. H 0.41
51. H 0.37
52. H 0.29
53. H 0.36
54. H 0.37
55. H 0.23
56. H 0.53
57. H 0.35
58. H 0.57
59. H 0.51
60. H 0.33
61. H 0.41
62. H 0.47
63. H 0.58
64. H -0.30
65. H 0.45
66. H 0.50
67. H 0.17
68. H 0.33
69. H 0.49
70. H 0.50
71. H 0.60
72. H 0.48
73. S -0.01
74. C -0.08
75. C -0.88
76. Si 0.60
77. C -1.05
78. C -0.75
79. As -0.33
80. Si 0.41
81. C -1.09
82. C -0.50
83. C -1.08
84. H 0.57
85. H -0.07
86. H 0.30
87. H 0.28
88. H 0.26
89. H 0.33
90. H 0.42
91. H 0.28
92. H -0.07
93. H 0.32
94. H 0.33
95. H 0.31
96. H -0.12
97. H 0.19
98. H 0.40
99. H 0.26


No. 3
Formula: C49H46N3OP2STeV
Source: the OMol25 dataset
Level of theory: ωB97M-V/def2-TZVPD

Properties
* net charge: +3
* spin multiplicity: 2
* expectation value of S²: 0.7750
* LUMO energy (alpha / beta): -9.76 / -9.50 eV
* orbital gap (alpha / beta): 0.2224 / 0.2320 hartree

Element x y z (Å)
V 0.91577 -0.88326 -0.96867
C 2.42858 2.45151 -3.43895
N 1.89140 1.37385 -2.60826
P 0.27010 1.11470 -2.14057
C -0.52715 2.72815 -1.93212
C -0.58926 3.35466 -0.68728
C -1.16996 4.60757 -0.58544
C -1.68711 5.23056 -1.71117
C -1.63107 4.60340 -2.94758
C -1.05886 3.34940 -3.06647
C -0.58668 0.29239 -3.50458
C 0.11886 -0.51216 -4.39906
C -0.56816 -1.31140 -5.29511
C -1.95656 -1.30932 -5.30109
C -2.66147 -0.48769 -4.43249
C -1.98551 0.29697 -3.51694
P 2.84874 0.13156 -1.93025
C 4.10204 -0.26124 -3.17052
C 3.87362 -1.24213 -4.13888
C 4.76792 -1.39335 -5.18295
C 5.89433 -0.58436 -5.25783
C 6.15192 0.35096 -4.26653
C 5.25991 0.52278 -3.22113
C 3.68018 0.82201 -0.48123
C 4.75470 0.10180 0.04230
C 5.33977 0.50976 1.22825
C 4.84104 1.61421 1.90184
C 3.76921 2.32640 1.38426
C 3.17556 1.92846 0.19922
H 2.89925 2.05435 -4.34821
H 3.17154 3.02617 -2.87579
H 1.61725 3.12110 -3.72646
H -0.18107 2.85606 0.18900
H -1.21905 5.10395 0.37828
H -2.12840 6.21879 -1.62790
H -2.03616 5.09409 -3.82551
H -1.01394 2.85469 -4.03427
H 1.20856 -0.48355 -4.40819
H -0.02465 -1.94046 -5.99183
H -2.49516 -1.95069 -5.99221
H -3.74478 -0.46891 -4.46528
H -2.52869 0.91843 -2.81086
H 3.00776 -1.89517 -4.06754
H 4.58845 -2.14674 -5.94193
H 6.57710 -0.70191 -6.09020
H 7.05543 0.95396 -4.30052
H 5.45728 1.26162 -2.45026
H 5.13340 -0.76009 -0.49769
H 6.19264 -0.03022 1.62232
H 5.29894 1.92942 2.83581
H 3.40347 3.20136 1.90900
H 2.33994 2.48628 -0.21838
S 1.30482 -3.03984 -2.04232
C -0.16837 -2.44070 -1.76471
N -0.99042 -1.64941 -1.44620
C -5.79899 2.87721 3.43005
C -4.76900 1.81118 3.35115
C -4.53866 0.93007 4.40819
C -3.58947 -0.07419 4.31290
C -3.35485 -1.01632 5.45483
C -2.85989 -0.20943 3.12143
Te -1.52252 -1.88134 3.14959
N -0.39699 -1.36052 1.58558
C 0.82021 -0.96061 1.71275
O 1.40569 -0.72937 0.56763
C 1.54071 -0.78901 2.97376
C 0.88878 -0.18318 4.05406
C 1.54006 -0.05671 5.26773
C 2.82065 -0.56925 5.42476
C 3.46785 -1.16744 4.35327
C 2.84573 -1.26014 3.12074
C -2.69268 -3.11835 1.86882
C -4.01836 -2.79677 1.60513
C -4.75615 -3.60227 0.75371
C -4.17880 -4.73501 0.19750
C -2.86896 -5.06486 0.49458
C -2.10123 -4.27005 1.34207
C -0.70023 -4.65825 1.69585
C -3.05490 0.66566 2.04161
C -2.31945 0.56021 0.74252
C -4.00728 1.66049 2.19152
H -6.06577 3.11205 4.46461
H -6.71126 2.54725 2.91609
H -5.46799 3.79039 2.92142
H -5.12404 1.01745 5.31808
H -4.02894 -0.78959 6.28421
H -2.32436 -0.93575 5.82535
H -3.53854 -2.05645 5.15051
H -0.08220 0.29266 3.91218
H 1.05274 0.46285 6.08579
H 3.31488 -0.49979 6.38792
H 4.46915 -1.56049 4.48102
H 3.35409 -1.72386 2.28253
H -4.47613 -1.92482 2.06606
H -5.78239 -3.34161 0.52817
H -4.75790 -5.37077 -0.46272
H -2.43416 -5.96827 0.07979
H -0.27172 -5.31066 0.93119
H -0.68590 -5.21371 2.64396
H -0.05921 -3.77564 1.79948
H -2.54684 -0.38665 0.24436
H -1.23685 0.60946 0.89414
H -2.60248 1.38321 0.07934
H -4.18242 2.34228 1.36590

Forces on atoms 1 to 2 (eV/Å):
V -0.8 -0.3 -3.3
C 0.2 0.3 -0.3

Results of the Mulliken charge analysis, in e, for atoms 1 through 99:
1. V 0.07
2. C -0.93
3. N 0.42
4. P 1.70
5. C 0.79
6. C -0.09
7. C -0.95
8. C -0.69
9. C -0.79
10. C -0.52
11. C 0.48
12. C -0.85
13. C -0.70
14. C -0.69
15. C -0.66
16. C -0.63
17. P 1.70
18. C 0.75
19. C -0.29
20. C -0.81
21. C -0.62
22. C -0.75
23. C -0.56
24. C 0.33
25. C -0.62
26. C -0.92
27. C -0.52
28. C -0.80
29. C -0.67
30. H 0.32
31. H 0.36
32. H 0.34
33. H 0.42
34. H 0.51
35. H 0.45
36. H 0.47
37. H 0.51
38. H 0.50
39. H 0.49
40. H 0.44
41. H 0.47
42. H 0.46
43. H 0.17
44. H 0.46
45. H 0.44
46. H 0.45
47. H 0.44
48. H 0.56
49. H 0.49
50. H 0.47
51. H 0.52
52. H 0.50
53. S -0.30
54. C 0.68
55. N -0.27
56. C -1.57
57. C 0.35
58. C -1.08
59. C 0.90
60. C -1.90
61. C 0.59
62. Te 0.78
63. N -0.29
64. C 0.35
65. O -0.14
66. C 0.21
67. C -0.74
68. C -1.21
69. C -0.62
70. C -0.87
71. C -0.18
72. C 0.77
73. C -0.36
74. C -0.91
75. C -0.72
76. C -0.70
77. C 0.77
78. C -1.46
79. C 0.39
80. C 0.04
81. C -1.10
82. H 0.41
83. H 0.31
84. H 0.39
85. H 0.46
86. H 0.47
87. H 0.32
88. H 0.39
89. H 1.09
90. H 0.50
91. H 0.46
92. H 0.49
93. H 0.52
94. H 0.54
95. H 0.47
96. H 0.45
97. H 0.48
98. H 0.43
99. H 0.33


No. 4
Formula: C4H5ClN2
Source: the OMol25 dataset
Level of theory: ωB97M-V/def2-TZVPD

Properties
* net charge: 0
* structure (SMILES): Cl[C@@H]1[C@H]2C=NN[C@@H]12
* spin multiplicity: 1
* LUMO energy: 0.99 eV
* energy relative to the best compared isomer or geometry (same formula, charge and spin): 55.1 kcal per mole
* orbital gap: 0.3514 hartree

Element x y z (Å)
Cl -0.49412 -2.32984 -1.58988
C -0.54472 -0.80602 -0.74271
C 0.77233 -0.05761 -0.47738
C 0.66719 1.36628 -0.19731
N -0.03066 1.64910 0.84390
N -0.48399 0.44254 1.39633
C -0.01674 -0.66575 0.65510
H -1.38920 -0.17708 -1.00686
H 1.67289 -0.47292 -0.93217
H 1.15523 2.15960 -0.77870
H -1.46854 0.44658 1.59608
H 0.16033 -1.55487 1.23360

Forces on atoms 1 to 2 (eV/Å):
Cl 0.1 0.0 0.2
C 0.2 1.2 0.0

Charge distribution, natural (NBO) scheme, values in e:
1. Cl -0.01
2. C -0.24
3. C -0.31
4. C 0.01
5. N -0.20
6. N -0.46
7. C -0.08
8. H 0.22
9. H 0.25
10. H 0.21
11. H 0.38
12. H 0.23


Number 1 is which compound?
CH3O3